(1)
The following is a DFT calculation (wB97M-V/def2-TZVPD) of a 2-piece molecular cluster, C3H6Br2N3 overall at a distorted geometry.

Structure (XYZ):
```
14
C3H6Br2N3 wB97M-V/def2-TZVPD
C 1.754 0.559 1.398
C 1.744 -0.559 -0.508
C -0.575 -1.432 -0.304
N 0.671 -0.148 1.340
N 2.557 0.225 0.294
N 0.632 -0.807 0.167
Br -1.162 2.668 0.052
Br 4.209 0.928 -0.162
H 2.171 1.088 2.221
H 1.961 -1.128 -1.364
H -0.240 -2.119 -1.064
H -1.188 -1.972 0.559
H -1.160 -0.605 -0.751
H -1.732 3.607 -0.798
```

The value obtained for the energy relative to the best compared isomer or geometry (same formula, charge and spin) is 0.0 kcal per mole. For the gap between HOMO and LUMO, the calculation gives 9.46 eV. The net charge is +1. The calculation puts the energy at -147754.9688 eV.

***

(2)
The following is a DFT calculation (wB97M-V/def2-TZVPD) of a 2-piece molecular cluster, CN2O3S overall at a distorted geometry.

Structure (XYZ):
```
7
CN2O3S wB97M-V/def2-TZVPD
C -0.589 1.029 0.717
N 1.952 -0.618 -1.200
N -0.448 -0.262 0.587
O 0.983 -0.977 -1.655
O -0.075 -1.040 1.464
O -0.644 -0.588 -0.651
S -1.180 2.456 0.739
```

The value obtained for the energy relative to the best compared isomer or geometry (same formula, charge and spin) is 115.6 kcal per mole. For the gap between HOMO and LUMO (spin up / spin down), the calculation gives 5.56 / 5.55 eV. The net charge is 0. The calculation puts the energy at -20985.4722 eV.

***

(3)
The following is a DFT calculation (wB97M-V/def2-TZVPD) of a 3-piece molecular cluster, C27H49B2BrCl2O13P2 overall at a distorted geometry.

Structure (XYZ):
```
96
C27H49B2BrCl2O13P2 wB97M-V/def2-TZVPD
C -1.508 2.970 1.108
C -0.634 3.705 -0.068
B 0.282 2.637 -0.982
O -0.082 1.223 -1.199
C 1.675 3.303 -1.621
C 1.526 4.410 -2.637
C 0.102 5.016 -3.177
Cl -0.530 6.617 -2.399
C -0.767 4.430 -4.236
C -0.370 3.015 -4.965
Cl -2.352 5.314 -4.760
C 2.954 5.073 -3.201
O 3.089 6.384 -3.440
C 4.179 3.954 -3.417
C 5.153 4.191 -4.712
B 6.707 4.657 -4.305
O 6.797 5.707 -3.231
O 7.930 4.107 -4.930
C 4.314 2.810 -2.428
C 5.460 1.653 -2.610
Br 5.477 0.233 -1.204
C 5.392 0.862 -4.073
C 5.981 -0.677 -4.010
C 3.203 2.862 -1.180
O 3.493 2.620 0.100
H -2.612 3.410 1.027
H -1.601 1.803 0.961
H -1.094 3.277 2.172
H 0.079 4.574 0.332
H -1.371 4.216 -0.821
H -0.868 1.226 -1.848
H 0.608 2.518 -4.527
H -1.305 2.287 -4.826
H -0.275 3.178 -6.128
H 4.720 5.112 -5.335
H 5.133 3.278 -5.460
H 5.884 6.165 -3.225
H 8.576 3.836 -4.192
H 6.507 2.199 -2.565
H 6.130 1.456 -4.798
H 4.295 0.805 -4.506
H 5.194 -1.456 -3.606
H 6.175 -0.990 -5.146
H 7.038 -0.764 -3.486
C 0.937 -0.498 2.429
C 1.879 -1.110 1.408
O 1.676 -2.509 1.279
P 0.261 -2.989 0.570
O 0.791 -2.792 -0.871
O 0.502 -4.639 0.505
C 0.558 -5.325 -0.742
C 1.990 -5.407 -1.254
O -0.332 -3.208 2.180
C -0.009 -4.345 2.982
C 1.476 -4.582 3.228
H -0.103 -0.567 2.093
H 1.170 0.558 2.591
H 1.003 -1.026 3.386
H 1.761 -0.626 0.433
H 2.913 -0.959 1.732
H -0.110 -4.859 -1.472
H 0.176 -6.338 -0.582
H 2.517 -4.456 -1.189
H 2.010 -5.743 -2.295
H 2.567 -6.116 -0.650
H -0.491 -5.236 2.566
H -0.485 -4.175 3.953
H 2.030 -4.814 2.309
H 1.615 -5.435 3.904
H 1.943 -3.703 3.681
C -2.430 -1.789 3.690
C -3.333 -0.805 2.967
O -4.697 -1.191 3.043
P -5.415 -1.079 4.529
O -5.706 0.436 4.393
O -6.985 -1.485 4.134
C -8.051 -0.556 4.312
C -8.273 0.265 3.050
O -5.090 -2.771 4.681
C -5.882 -3.778 4.050
C -5.994 -3.680 2.533
H -2.629 -1.784 4.766
H -1.377 -1.535 3.540
H -2.603 -2.810 3.334
H -3.209 0.204 3.372
H -3.061 -0.774 1.907
H -7.872 0.078 5.185
H -8.958 -1.128 4.532
H -7.346 0.653 2.629
H -8.941 1.109 3.250
H -8.725 -0.356 2.270
H -6.870 -3.814 4.520
H -5.403 -4.733 4.289
H -6.511 -2.771 2.200
H -6.566 -4.530 2.142
H -5.004 -3.685 2.067
```

The SMILES is CCB(O)C1=C(/C(Cl)=C(\C)Cl)C(=O)C(CB(O)O)=C([C@@H](Br)CC)C1=O.CCOP(=O)(OCC)OCC.CCOP(=O)(OCC)OCC. The value obtained for the energy relative to the best compared isomer or geometry (same formula, charge and spin) is 397.8 kcal per mole. For the gap between HOMO and LUMO, the calculation gives 7.46 eV. The net charge is 0. The calculation puts the energy at -170417.5149 eV.

***

(4)
The following is a DFT calculation (wB97M-V/def2-TZVPD) of C6H13NO as an isolated structure at a distorted geometry.

Structure (XYZ):
```
21
C6H13NO wB97M-V/def2-TZVPD
C -0.672 0.137 0.289
C 0.185 0.700 -0.689
C 1.893 0.241 0.205
C -0.987 -1.329 0.306
C 2.403 -1.118 -0.203
C -2.234 1.084 -0.760
O -0.766 0.670 1.538
N -3.145 1.606 -0.072
H -0.548 1.611 1.508
H -2.976 1.549 0.939
H 0.275 0.148 -1.614
H 0.247 1.780 -0.758
H 2.497 1.058 -0.190
H 1.837 0.370 1.285
H -2.400 1.001 -1.843
H -0.885 -1.767 -0.683
H -0.351 -1.851 1.019
H -2.016 -1.461 0.644
H 1.852 -1.916 0.298
H 3.458 -1.253 0.066
H 2.334 -1.261 -1.284
```

The value obtained for the energy relative to the best compared isomer or geometry (same formula, charge and spin) is 108.8 kcal per mole. For the gap between HOMO and LUMO, the calculation gives 7.99 eV. The net charge is 0. The calculation puts the energy at -9966.4580 eV.

***

(5)
The following is a DFT calculation (wB97M-V/def2-TZVPD) of C47H37F3HgN6O4PS as an isolated structure at a distorted geometry.

Structure (XYZ):
```
100
C47H37F3HgN6O4PS wB97M-V/def2-TZVPD
Hg -1.226 -0.748 -0.578
O -6.179 0.679 2.539
C -5.047 0.465 2.136
N -4.142 1.446 1.917
C -3.421 1.516 0.795
O -3.599 0.719 -0.183
C -1.011 1.910 1.473
C 0.240 2.616 1.086
C 1.353 2.164 1.670
C 1.353 0.896 2.330
C 0.356 0.047 1.973
N -0.778 0.491 1.255
C -4.560 -0.986 2.132
C -3.337 -1.191 2.767
C -2.711 -2.407 2.685
C -3.331 -3.442 1.991
C -4.558 -3.195 1.460
N -5.166 -2.006 1.571
H 0.302 3.396 0.251
H 2.375 2.591 1.513
H 2.196 0.495 2.959
H 0.573 -1.011 2.103
H -2.996 -0.359 3.365
H -1.718 -2.664 3.059
H -2.838 -4.394 1.780
H -5.302 -3.901 1.046
C 5.019 -1.143 5.303
C 4.047 -1.997 4.501
C 4.412 -3.038 3.663
C 3.446 -3.890 3.059
C 2.106 -3.601 3.256
C 1.703 -2.583 4.110
C 2.681 -1.833 4.676
S 0.898 -4.414 2.259
O 1.480 -5.762 2.169
O -0.350 -4.294 3.040
N 0.683 -3.649 0.924
C 1.583 -3.894 -0.100
C 1.859 -5.138 -0.629
C 2.852 -5.354 -1.630
C 3.555 -4.343 -2.151
C 3.348 -3.036 -1.596
C 4.299 -2.028 -1.902
C 4.135 -0.787 -1.332
C 2.982 -0.543 -0.493
N 2.158 -1.504 -0.109
C 2.340 -2.775 -0.656
H 5.882 -0.851 4.681
H 5.345 -1.670 6.157
H 4.500 -0.138 5.647
H 5.478 -3.243 3.496
H 3.715 -4.684 2.397
H 0.677 -2.337 4.275
H 2.305 -1.068 5.347
H 1.404 -6.046 -0.205
H 3.044 -6.397 -1.907
H 4.280 -4.413 -2.977
H 5.051 -2.189 -2.587
H 4.845 -0.015 -1.572
H 2.800 0.393 -0.044
N -4.095 1.724 -2.742
C -3.327 2.236 -3.746
C -3.884 2.663 -4.985
C -3.095 3.418 -5.846
C -1.717 3.504 -5.658
C -1.132 2.973 -4.537
C -1.869 2.338 -3.596
P -1.164 1.804 -1.958
C -2.070 2.909 -0.757
C -2.286 2.506 0.736
C -2.689 3.682 1.563
C -3.046 4.857 0.991
C -3.139 5.011 -0.430
C -2.511 4.071 -1.251
C 0.572 2.463 -2.101
C 1.526 1.541 -2.472
C 2.813 2.018 -2.808
C 3.155 3.354 -2.787
C 2.199 4.270 -2.339
C 0.923 3.813 -2.053
H -3.704 1.360 -1.915
H -5.045 1.603 -3.021
H -4.913 2.392 -5.242
H -3.590 3.855 -6.695
H -1.076 3.835 -6.470
H -0.023 3.141 -4.424
H -1.084 2.074 2.520
H -2.959 3.480 2.574
H -3.383 5.683 1.678
H -3.656 5.818 -0.971
H -2.566 4.228 -2.337
H 1.360 0.483 -2.346
H 3.594 1.339 -3.144
H 4.172 3.708 -3.097
H 2.465 5.280 -2.423
H 0.064 4.539 -1.975
F -2.776 -1.854 -2.719
C -1.491 -2.048 -2.180
F -1.318 -3.322 -2.037
F -0.622 -1.612 -3.169
```

The multiplicity is 2. The value obtained for the energy relative to the best compared isomer or geometry (same formula, charge and spin) is 30.5 kcal per mole. For the gap between HOMO and LUMO (spin up / spin down), the calculation gives 6.48 / 6.19 eV. The net charge is -2. The calculation puts the energy at -98919.3868 eV. The expectation value of S² is 0.79.

***

(6)
The following is a DFT calculation (wB97M-V/def2-TZVPD) of a 2-piece molecular cluster, C19H20BrF8N2O2PS overall at a distorted geometry.

Structure (XYZ):
```
54
C19H20BrF8N2O2PS wB97M-V/def2-TZVPD
C 1.231 3.725 1.070
C 0.685 2.676 -0.007
C -0.908 2.548 0.055
Br -1.752 3.389 1.669
N -1.452 1.221 -0.260
C -1.038 0.063 0.443
C -0.043 0.008 1.621
F 0.172 1.123 2.375
F 1.188 -0.425 1.091
C -0.377 -1.132 2.725
F -1.712 -1.238 3.011
F 0.214 -0.731 3.915
F 0.230 -2.322 2.434
C -1.551 -1.269 0.056
C -2.543 -1.461 -1.036
C -2.974 -0.209 -1.696
P -4.224 -0.352 -3.096
S -3.220 -0.433 -4.784
C -2.400 1.097 -1.275
C -2.986 2.283 -2.085
C -4.124 3.056 -1.545
C -4.503 4.152 -2.447
C -3.776 4.350 -3.693
N -2.745 3.635 -4.255
C -2.423 2.628 -3.381
H 1.119 3.371 2.123
H 0.809 4.755 0.890
H 2.339 3.821 0.848
H 1.231 1.701 0.067
H 1.004 3.123 -0.998
H -1.212 3.308 -0.723
H -1.218 -2.213 0.560
H -2.963 -2.451 -1.329
H -4.933 -1.595 -3.005
H -5.109 0.765 -3.143
H -4.623 2.866 -0.568
H -5.346 4.834 -2.176
H -4.104 5.235 -4.312
H -1.581 1.965 -3.735
C 2.622 -3.676 1.678
C 3.565 -2.484 1.709
O 4.787 -2.730 2.366
C 5.835 -3.446 1.648
O 6.068 -2.912 0.476
C 5.590 -4.995 1.579
F 5.022 -5.456 2.728
F 6.757 -5.668 1.458
F 4.798 -5.410 0.570
H 2.630 -4.213 2.629
H 1.604 -3.346 1.465
H 2.895 -4.378 0.893
H 3.078 -1.699 2.300
H 3.710 -2.060 0.709
H 6.657 -3.392 2.389
```

The value obtained for the energy relative to the best compared isomer or geometry (same formula, charge and spin) is 81.3 kcal per mole. For the gap between HOMO and LUMO, the calculation gives 1.67 eV. The net charge is 0. The calculation puts the energy at -139000.9228 eV.

***

Q: What is the formula in the second record?
A: CN2O3S